1.
Entry from the Open Molecules 2025 dataset: a structure of composition C30H31F2N3O2S at a distorted geometry (ωB97M-V/def2-TZVPD).

```
69
Properties=species:S:1:pos:R:3:lowdin_charge:R:1
C 2.7252 6.0519 -5.1706 -0.06
C 2.7248 4.7270 -4.4676 -0.27
C 3.6081 4.5201 -3.4101 -0.03
C 3.5998 3.3471 -2.6586 -0.19
C 4.4471 3.4156 -1.4290 -0.07
C 2.7969 2.2491 -3.0632 -0.10
N 2.9226 0.9711 -2.4136 0.01
C 1.9902 0.1837 -1.8007 -0.02
N 2.5427 -0.6018 -0.8724 0.02
C 1.8103 -1.3715 0.0577 -0.11
C 0.4683 -1.6204 -0.2943 -0.23
C -0.0762 -1.0983 -1.5455 -0.16
C -0.3137 -2.3883 0.5670 -0.01
C 0.1750 -2.8209 1.7957 -0.27
C -0.7469 -3.5143 2.7360 -0.07
C 1.5039 -2.5503 2.1178 -0.03
C 2.3124 -1.7500 1.3173 -0.21
C 3.5953 -1.2918 1.9259 -0.06
C 4.0045 -0.6285 -1.0552 -0.09
C 4.2534 0.4668 -2.0495 -0.12
C 1.9003 2.4496 -4.1300 -0.20
C 1.0004 1.3619 -4.6077 -0.04
C 1.8647 3.6799 -4.7983 -0.01
H 2.0668 6.0477 -6.0444 0.08
H 2.3937 6.8513 -4.4935 0.09
H 3.7465 6.2895 -5.4929 0.08
H 4.2848 5.3418 -3.1571 0.13
H 4.1524 2.6707 -0.6835 0.07
H 5.5119 3.3170 -1.7091 0.10
H 4.3224 4.4065 -0.9514 0.09
H -1.1181 -0.7391 -1.4415 0.06
H 0.7965 -0.0170 -1.9228 0.03
H -0.0110 -1.8657 -2.3367 0.07
H -1.3379 -2.6133 0.2820 0.11
H -0.2704 -3.6411 3.7079 0.08
H -1.6500 -2.9029 2.8601 0.04
H -1.0341 -4.4943 2.3349 0.09
H 1.9026 -2.9377 3.0461 0.11
H 3.4382 -0.9791 2.9749 0.09
H 4.3160 -2.1286 1.9344 0.10
H 4.0220 -0.4372 1.3948 0.05
H 4.5729 -0.4736 -0.1348 0.09
H 4.3323 -1.6171 -1.4072 0.14
H 4.8300 0.1106 -2.9119 0.13
H 4.8947 1.2152 -1.5835 0.08
H 0.2969 1.8037 -5.3305 0.08
H 1.5606 0.5633 -5.1208 0.10
H 0.4390 0.9151 -3.7803 0.07
H 1.1544 3.8001 -5.6210 0.12
F -4.8346 3.2807 2.4580 -0.01
C -4.5762 2.0002 2.9104 -0.58
F -5.5407 1.6386 3.8326 0.00
S -4.6609 0.9134 1.4307 1.08
N -5.0344 -0.5743 2.2611 -0.25
C -6.3014 -0.8494 2.8547 -0.39
O -7.3133 -0.1795 2.7805 0.12
C -6.0781 -2.1387 3.5517 -0.09
C -4.8094 -2.6196 3.2680 -0.08
C -4.3957 -3.8499 3.7588 0.02
C -5.3031 -4.6069 4.5084 -0.05
C -6.5783 -4.1104 4.7955 -0.05
C -6.9638 -2.8449 4.3458 0.01
C -4.1195 -1.6280 2.3994 -0.37
O -3.0084 -1.6675 1.8868 0.08
H -3.5851 1.8843 3.3970 0.13
H -3.3969 -4.2123 3.5505 0.11
H -5.0194 -5.5800 4.8934 0.11
H -7.2710 -4.7105 5.3785 0.11
H -7.9319 -2.4186 4.5746 0.12
```

As for the multiplicity: 1. Its net charge is 0. As for the highest occupied orbital energy: -0.2092 hartree. The value obtained for the LUMO energy is -0.60 eV. The value obtained for the orbital gap is 0.18698 hartree. The value obtained for the total energy is -56445.024 eV.

=====

2.
Entry from the Open Molecules 2025 dataset: a structure of composition C30H31N11O2STi (ωB97M-V/def2-TZVPD).

```
76
Properties=species:S:1:pos:R:3:lowdin_charge:R:1
Ti -0.1841 0.5579 0.2597 0.81
C 0.8548 4.5778 1.7081 -0.01
C 0.3915 3.1661 1.5741 -0.28
N 0.6316 2.4418 0.4590 -0.12
N 1.6643 2.8601 -0.3610 0.00
C 2.5604 1.9391 -0.7357 -0.79
N 3.5907 2.3294 -1.4988 0.12
S 2.3540 0.3224 -0.2735 0.77
C -0.3013 2.4177 2.5364 -0.25
C -0.7537 2.9116 3.7955 -0.01
C -1.3834 2.0868 4.6714 -0.05
C -1.5849 0.7311 4.3040 -0.04
C -1.1512 0.3013 3.0899 -0.14
N -0.5114 1.0999 2.1828 -0.04
H 1.9348 4.6378 1.8705 0.10
H 0.6091 5.1666 0.8203 0.09
H 0.3791 5.0753 2.5486 0.08
H 1.8139 3.8498 -0.5016 0.15
H 3.8059 3.3021 -1.6456 0.12
H 4.2837 1.6499 -1.7584 0.11
H -0.5809 3.9494 4.0419 0.11
H -1.7255 2.4475 5.6307 0.12
H -2.0786 0.0423 4.9735 0.11
H -1.2901 -0.7220 2.7697 0.09
N -0.2175 0.6245 -1.9450 0.13
C -0.1903 0.6873 -3.0916 -0.07
C -0.1558 0.7668 -4.5160 -0.22
C 0.7714 -0.0075 -5.2160 -0.02
C 0.8009 0.0760 -6.5968 -0.05
C -0.0791 0.9220 -7.2598 -0.04
C -0.9965 1.6915 -6.5556 -0.05
C -1.0438 1.6186 -5.1749 -0.02
H 1.4509 -0.6577 -4.6831 0.12
H 1.5088 -0.5169 -7.1584 0.12
H -0.0486 0.9835 -8.3392 0.12
H -1.6732 2.3467 -7.0855 0.12
H -1.7496 2.2128 -4.6116 0.12
N -5.2789 1.3960 -1.6370 0.16
N -4.1374 1.6397 -0.8951 -0.27
N -4.1392 2.4821 0.1132 0.16
C -2.9271 2.2974 0.6088 -0.14
N -2.2457 1.3813 -0.0906 -0.06
N -3.0511 0.9621 -1.0575 0.11
H -5.8472 2.2374 -1.5929 0.12
H -4.9991 1.1969 -2.5928 0.11
H -2.5459 2.8134 1.4720 0.12
C 5.2638 -2.3643 0.6558 -0.04
O 3.8770 -2.6958 0.5779 -0.11
C 3.0934 -2.3768 1.6329 -0.27
C 3.5081 -1.7040 2.7742 0.00
C 2.6014 -1.4850 3.7996 -0.04
C 1.2924 -1.9371 3.7159 -0.06
C 0.8643 -2.6002 2.5780 0.00
C 1.7579 -2.7937 1.5363 -0.15
N 1.4631 -3.5461 0.3688 0.17
C 0.3581 -3.9371 -0.1892 0.06
C -1.0064 -3.5847 0.0921 -0.13
C -1.9508 -4.6197 -0.0489 -0.01
C -3.2729 -4.4121 0.2684 -0.05
C -3.6796 -3.1449 0.6850 -0.03
C -2.7902 -2.0910 0.7595 0.00
C -1.4421 -2.2835 0.4427 -0.32
O -0.5954 -1.2683 0.4209 -0.23
H 5.7237 -2.8400 1.5227 0.11
H 5.3883 -1.2811 0.7050 0.10
H 5.7103 -2.7463 -0.2567 0.10
H 4.5276 -1.3636 2.8724 0.12
H 2.9334 -0.9687 4.6901 0.12
H 0.6087 -1.7815 4.5380 0.11
H -0.1432 -2.9852 2.5140 0.12
H 2.3209 -3.8999 -0.0491 0.17
H 0.5017 -4.6922 -0.9555 0.16
H -1.6189 -5.5979 -0.3738 0.13
H -3.9846 -5.2205 0.1915 0.12
H -4.7187 -2.9731 0.9332 0.12
H -3.1256 -1.1011 1.0419 0.11
```

As for the multiplicity: 1. Its net charge is +2. As for the highest occupied orbital energy (spin up / spin down): -0.4088 / -0.4090 hartree. The value obtained for the LUMO energy (spin up / spin down) is -5.72 / -5.72 eV. The value obtained for the orbital gap (spin up / spin down) is 0.19856 / 0.19877 hartree. The value obtained for the total energy is -86037.213 eV.

=====

3.
Entry from the Open Molecules 2025 dataset: a cluster of 2 separate species, C30H31N2O in total at a distorted geometry (ωB97M-V/def2-TZVPD).

```
64
Properties=species:S:1:pos:R:3:lowdin_charge:R:1
C -6.1815 -1.7927 -4.1316 -0.03
C -4.8863 -1.3695 -3.5121 -0.24
C -4.8782 -0.6369 -2.3166 -0.02
C -3.6866 -0.2310 -1.7320 0.01
C -2.4198 -0.6014 -2.2779 -0.19
C -1.1758 -0.2888 -1.6275 0.06
C 0.0777 -0.6235 -2.1643 -0.06
C 1.3217 -0.1294 -1.7698 0.06
C 2.5673 -0.4231 -2.4226 -0.20
C 3.8050 -0.0217 -1.8425 0.00
C 5.0217 -0.3240 -2.4332 -0.02
C 5.0811 -1.0222 -3.6472 -0.24
C 6.4079 -1.3430 -4.2680 -0.03
C 3.8761 -1.4049 -4.2514 -0.01
C 2.6489 -1.1014 -3.6739 0.01
C -2.4601 -1.2812 -3.5311 0.01
C -3.6569 -1.6737 -4.1112 -0.01
H -6.0082 -2.3334 -5.0668 0.08
H -6.7457 -2.4530 -3.4602 0.10
H -6.8293 -0.9335 -4.3517 0.10
H -5.8333 -0.3704 -1.8594 0.13
H -3.6999 0.3869 -0.8341 0.10
H -1.2276 0.2633 -0.6849 0.12
H 0.0983 -1.3791 -2.9571 0.10
H 1.3786 0.5102 -0.8852 0.14
H 3.7771 0.5316 -0.9041 0.12
H 5.9550 -0.0280 -1.9514 0.13
H 6.2775 -1.8940 -5.2036 0.08
H 6.9822 -0.4337 -4.4883 0.10
H 7.0290 -1.9530 -3.5993 0.10
H 3.9250 -1.9572 -5.1915 0.12
H 1.7298 -1.3777 -4.1898 0.11
H -1.5296 -1.4981 -4.0521 0.11
H -3.6560 -2.2161 -5.0582 0.12
H -1.2768 -0.7625 1.0706 0.08
C -1.3625 -1.0982 2.1412 -0.17
H -2.0659 -1.9534 2.1451 0.11
C -0.0452 -1.5820 2.6561 -0.07
C 0.6004 -0.9911 3.6950 -0.09
N 0.0376 0.0366 4.3821 -0.10
C 0.8305 0.8239 5.3560 -0.09
C 1.3977 2.0282 4.6715 -0.22
C 0.6839 3.2285 4.6653 -0.04
C 1.1249 4.2958 3.8790 -0.07
C 2.2803 4.1653 3.1004 -0.09
C 3.0091 2.9704 3.1356 -0.09
C 2.5824 1.9121 3.9404 -0.04
C -1.2082 0.4878 4.0603 0.01
C -1.9079 0.0031 3.0016 -0.13
C -3.2777 0.5677 2.8458 -0.49
N -4.0527 0.0899 1.7989 0.15
O -3.6849 1.4530 3.5940 0.03
H 0.4163 -2.4462 2.1786 0.10
H 1.5889 -1.2949 4.0552 0.13
H 0.1457 1.1302 6.1491 0.13
H 1.6170 0.1759 5.7454 0.13
H -0.2242 3.3026 5.2713 0.12
H 0.5537 5.2246 3.8704 0.11
H 2.6198 4.9955 2.4799 0.10
H 3.9090 2.8542 2.5312 0.10
H 3.1429 0.9743 3.9984 0.11
H -1.5832 1.2614 4.7397 0.14
H -3.9208 -0.8522 1.4524 0.08
H -5.0149 0.4031 1.8400 0.11
```

As for the multiplicity: 1. Its net charge is +1. As for the highest occupied orbital energy: -0.3488 hartree. The value obtained for the LUMO energy is -5.46 eV. The value obtained for the orbital gap is 0.14819 hartree. The value obtained for the total energy is -36633.723 eV.

=====

Which ΔE to the lowest compared entry with this formula, charge and spin belongs to each record? In order, 13.5; 6.3; 9.9 kcal per mole.